C32H57F3O20 | wB97M-V/def2-TZVPD

Last column: Mulliken charge in e.
Geometry (Å):
C: -9.6945 23.1535 -2.9272  -1.008
C: -9.1404 23.3042 -1.5086  -0.251
O: -7.9606 24.1348 -1.5384  -0.230
C: -6.7115 23.5514 -1.7204  0.372
O: -6.4876 22.3403 -2.0132  -0.576
C: -5.5257 24.5080 -1.6662  0.872
F: -5.8339 25.7686 -1.6527  -0.229
F: -4.7482 24.2595 -0.6034  -0.260
F: -4.7994 24.2749 -2.7233  -0.250
H: -10.3009 23.9725 -3.3140  0.307
H: -10.4999 22.4458 -2.7310  0.332
H: -9.0012 22.7220 -3.6491  0.312
H: -9.0207 22.4050 -0.9042  0.345
H: -9.8652 23.9798 -1.0542  0.258
C: -0.4887 17.0809 -1.4196  -1.304
C: -0.7088 18.6044 -1.2688  0.471
C: -2.1140 19.0233 -0.6358  -0.543
O: -1.8682 20.0838 0.2231  -0.308
C: -0.5082 20.1502 0.4671  0.668
O: 0.1333 21.0237 1.1161  -0.572
O: 0.0769 19.1751 -0.2460  -0.365
H: 0.5219 16.6934 -1.2912  0.347
H: -0.9131 16.6127 -2.3077  0.327
H: -1.0707 16.5145 -0.6926  0.345
H: -0.5729 19.2073 -2.1667  0.313
H: -2.5231 18.2056 -0.0425  0.315
H: -2.8217 19.3138 -1.4122  0.308
C: -8.2932 29.8220 -0.2166  -1.431
C: -9.8076 29.8162 -0.0154  0.550
C: -10.5647 31.0355 -0.4870  -0.316
O: -11.3384 30.4998 -1.5848  -0.360
C: -11.3079 29.1935 -1.5372  0.599
O: -11.9729 28.5292 -2.1729  -0.454
O: -10.3953 28.7494 -0.6440  -0.368
H: -7.7836 28.9532 0.2000  0.347
H: -7.7008 30.6549 0.1623  0.362
H: -8.1665 29.6679 -1.2882  0.355
H: -9.8635 29.7188 1.0688  0.210
H: -9.9345 31.7756 -0.9801  0.247
H: -11.2784 31.4877 0.2017  0.259
C: -7.9915 17.7987 -4.6241  -1.496
C: -7.3380 16.4956 -4.7937  0.584
C: -7.4502 15.6109 -3.5925  -0.477
O: -7.6059 14.3334 -4.2231  -0.295
C: -8.1950 14.5414 -5.3448  0.678
O: -8.8044 13.6816 -6.0539  -0.628
O: -8.1595 15.8264 -5.7149  -0.329
H: -7.3694 18.5202 -4.0944  0.420
H: -8.9299 17.7793 -4.0700  0.325
H: -8.2628 18.2962 -5.5552  0.342
H: -6.2837 16.4672 -5.0691  0.285
H: -8.2849 15.8567 -2.9360  0.255
H: -6.5104 15.6786 -3.0445  0.335
C: -16.6508 23.5325 -3.9771  -1.448
C: -16.7454 22.9031 -2.6021  0.521
C: -18.1308 22.7863 -2.0635  -0.376
O: -18.2001 21.3842 -1.6733  -0.319
C: -17.1199 20.6939 -2.1400  0.642
O: -16.9118 19.5020 -1.8430  -0.560
O: -16.2195 21.5959 -2.7295  -0.337
H: -17.1188 22.9674 -4.7832  0.348
H: -15.6321 23.6590 -4.3435  0.358
H: -17.1360 24.5074 -3.9306  0.377
H: -16.0414 23.4089 -1.9412  0.238
H: -18.9826 23.0885 -2.6727  0.292
H: -18.1657 23.4338 -1.1873  0.265
C: -1.4713 23.2431 -7.5815  -0.667
O: -2.7182 23.1553 -6.9459  -0.367
C: -3.7932 22.2141 -7.4116  -0.544
C: -3.3831 20.7860 -7.9238  -0.369
O: -2.6432 20.1144 -6.9172  -0.247
C: -2.3484 18.6949 -6.9767  -0.628
C: -0.9862 18.5701 -7.6630  -0.586
O: -1.0374 18.9714 -9.0931  -0.304
C: 0.1159 18.8513 -9.8718  -0.816
H: -1.0101 24.2050 -7.3573  0.278
H: -1.4801 23.0270 -8.6498  0.294
H: -0.7532 22.5521 -7.1400  0.222
H: -4.2339 22.8373 -8.1897  0.340
H: -4.5215 22.2025 -6.6007  0.280
H: -2.8915 20.8300 -8.8957  0.268
H: -4.2673 20.1956 -8.1638  0.419
H: -2.9862 17.8916 -7.3457  0.355
H: -2.2499 18.2034 -6.0088  0.382
H: -0.7284 17.5114 -7.6911  0.432
H: -0.2094 19.0231 -7.0470  0.349
H: 0.2356 17.8053 -10.1541  0.305
H: 0.9557 19.0141 -9.1964  0.306
H: 0.4073 19.4916 -10.7044  0.298
C: -10.2699 21.4337 3.2513  -0.648
O: -11.3917 20.7109 2.7641  -0.336
C: -10.9982 19.3182 2.3969  -0.441
C: -12.1480 18.3699 2.4313  -0.393
O: -11.7275 17.1363 1.7404  -0.360
C: -12.6232 16.8143 0.6692  -0.364
C: -12.2046 15.5030 -0.0101  -0.469
O: -13.1682 14.4368 -0.0508  -0.325
C: -12.7521 13.3024 -0.6664  -0.690
H: -9.8385 22.0171 2.4379  0.161
H: -9.4658 20.9126 3.7708  0.340
H: -10.6719 22.1013 4.0134  0.262
H: -10.1372 18.8568 2.8805  0.344
H: -10.4732 19.4402 1.4495  0.279
H: -12.9403 18.8843 1.8874  0.311
H: -12.5001 18.1776 3.4448  0.269
H: -12.8852 17.5323 -0.1079  0.287
H: -13.4612 16.5238 1.3028  0.334
H: -11.2864 15.1486 0.4581  0.350
H: -11.9116 15.7343 -1.0342  0.276
H: -11.8963 12.7806 -0.2382  0.266
H: -12.5364 13.6074 -1.6904  0.304
H: -13.7126 12.8055 -0.5299  0.249

Results
* HOMO: -9.43 eV
* 2S+1: 1
* Kohn-Sham gap: 9.21 eV

C3H4N2O | wB97M-V/def2-TZVPD

Last column: natural (NBO) charge in e.
Geometry (Å):
O: 2.0394 -0.5897 0.2442  -0.688
C: 0.6582 -0.2469 0.0454  0.184
C: -0.1784 0.0859 1.1052  -0.114
N: -1.3753 0.5385 0.6511  -0.250
N: -1.3267 0.4322 -0.6919  -0.328
C: -0.1229 -0.0544 -1.1300  -0.142
H: 2.4036 -1.2384 -0.5471  0.483
H: 0.0242 -0.0433 2.1470  0.218
H: -2.0525 0.8891 -1.2391  0.414
H: 0.0825 -0.3918 -2.1519  0.220

Results
* energy above the lowest of the compared OMol25 structures with the same formula, charge and spin: 187.03 kJ/mol
* HOMO: -8.83 eV
* 2S+1: 1
* Kohn-Sham gap: 9.50 eV

CHF2NS | wB97M-V/def2-TZVPD

Last column: natural (NBO) charge in e.
Geometry (Å):
C: 2.3316 -0.6737 -0.9798  -0.169
N: -1.0637 0.5865 0.1534  0.160
F: -0.5792 -0.7144 0.0883  -0.244
F: -2.0932 0.4900 1.0239  -0.225
S: 2.9108 -0.3628 0.3952  0.167
H: -1.5064 0.6744 -0.6810  0.311

Results
* energy above the lowest of the compared OMol25 structures with the same formula, charge and spin: 141.61 kJ/mol
* HOMO: -11.14 eV
* 2S+1: 1
* Kohn-Sham gap: 11.19 eV

C8H17N3O | wB97M-V/def2-TZVPD

Last column: natural (NBO) charge in e.
Geometry (Å):
O: 3.3581 0.8350 -1.6571  -0.506
C: 3.0119 -0.1089 -0.9802  0.422
C: 1.8652 -0.0463 -0.0171  -0.171
C: 2.2446 -0.1678 1.4803  -0.400
C: 1.8170 -1.6433 1.3590  -0.216
N: 1.0970 -1.2957 0.1348  -0.605
H: 3.5171 -1.1066 -1.0762  0.096
H: 1.2296 0.8200 -0.2945  0.234
H: 1.5260 0.4092 2.0619  0.220
H: 3.2517 0.0612 1.8108  0.214
H: 2.6769 -2.3097 1.2023  0.170
H: 1.1923 -2.0823 2.1544  0.186
H: 1.2056 -1.9808 -0.6140  0.354
C: -1.4183 2.5963 1.1437  -0.196
N: -1.1591 2.3616 -0.0768  -0.217
N: -1.4149 1.1095 -0.6144  -0.433
C: -2.3089 0.1733 0.0621  -0.246
C: -2.6000 -1.0215 -0.8491  -0.402
C: -3.5095 -2.0673 -0.2214  -0.603
H: -1.9663 1.8936 1.7812  0.153
H: -1.1222 3.5594 1.5852  0.188
H: -1.6673 1.2228 -1.5812  0.365
H: -3.2447 0.6758 0.3745  0.171
H: -1.8501 -0.1879 0.9833  0.196
H: -3.0393 -0.6746 -1.8041  0.190
H: -1.6430 -1.4647 -1.1262  0.214
H: -3.6959 -2.9214 -0.9024  0.214
H: -3.0323 -2.4794 0.6704  0.204
H: -4.4769 -1.6298 0.0616  0.204

Results
* energy above the lowest of the compared OMol25 structures with the same formula, charge and spin: 253.41 kJ/mol
* HOMO: -8.86 eV
* 2S+1: 1
* Kohn-Sham gap: 9.71 eV

C5H8Cl3N2OS | wB97M-V/def2-TZVPD

Last column: natural (NBO) charge in e.
Geometry (Å):
C: 1.4126 -1.5269 0.5855  0.368
C: -0.6093 -0.9316 -0.1624  0.101
C: 1.1848 2.2772 -0.1991  -0.654
C: -0.3485 1.8783 -0.2495  -0.069
C: -1.9114 -1.4780 -0.7363  -0.156
N: 0.8830 -1.1214 1.7009  -0.634
N: 0.5899 -1.5608 -0.4667  -0.550
O: -0.6391 0.9172 -1.0739  -0.560
S: -0.7833 -0.4949 1.5360  0.678
Cl: -3.1380 -0.4981 0.1319  0.094
Cl: -2.0871 -1.5328 -2.4718  0.145
Cl: -2.1713 -3.1047 0.0021  0.043
H: 2.4414 -1.8209 0.6091  0.260
H: 1.1809 3.3371 0.2414  0.230
H: 1.8058 1.5553 0.3370  0.174
H: 1.5654 2.3121 -1.2187  0.226
H: -0.8403 2.9109 -0.5984  0.215
H: -0.7713 1.5789 0.7693  0.148
H: 1.3387 -1.1178 2.6482  0.479
H: 0.8971 -1.5792 -1.3848  0.463

Results
* energy above the lowest of the compared OMol25 structures with the same formula, charge and spin: 191.64 kJ/mol
* HOMO: -12.72 eV
* net charge: +1
* 2S+1: 1
* Kohn-Sham gap: 8.01 eV

C6H15N3 | wB97M-V/def2-TZVPD

Last column: natural (NBO) charge in e.
Geometry (Å):
H: -2.8536 0.4467 -1.6163  0.337
N: -1.8360 0.4023 -1.5956  -0.659
C: -1.3226 0.4215 -0.4456  0.342
C: -2.0618 0.5114 0.8573  -0.714
C: 0.2048 0.3962 -0.3567  0.200
C: 0.6414 1.7555 0.2116  -0.625
N: 0.8405 0.2240 -1.6585  -0.850
N: 0.5742 -0.6828 0.5620  -0.459
C: 0.1307 -1.9877 0.0997  -0.420
C: 1.9925 -0.7217 0.8722  -0.415
H: -1.5351 -0.0534 1.6213  0.249
H: -3.0804 0.1403 0.7496  0.218
H: -2.1092 1.5541 1.1694  0.232
H: 1.7021 1.9014 0.0309  0.227
H: 0.0942 2.5513 -0.2902  0.216
H: 0.4421 1.8012 1.2776  0.221
H: 0.3651 -0.5149 -2.1667  0.370
H: 0.7189 1.0685 -2.2050  0.367
H: 0.7365 -2.3750 -0.7300  0.174
H: -0.9075 -1.9334 -0.2226  0.202
H: 0.1992 -2.6881 0.9331  0.202
H: 2.1774 -1.5881 1.5058  0.197
H: 2.2742 0.1705 1.4253  0.197
H: 2.6125 -0.7999 -0.0287  0.190

Results
* energy above the lowest of the compared OMol25 structures with the same formula, charge and spin: 63.15 kJ/mol
* HOMO: -8.65 eV
* 2S+1: 1
* Kohn-Sham gap: 9.61 eV